1.
{
  "formula": "C2H5N5",
  "method": "the ωB97M-V functional and the def2-TZVPD basis",
  "orbital_gap_ev": 8.792,
  "energy_ha": -352.939941,
  "smiles": "Nc1nnc(N)[nH]1",
  "elements": ["N", "C", "N", "N", "C", "N", "N", "H", "H", "H", "H", "H"],
  "positions_angstrom": [[-1.36, -1.77, 0.73], [-0.86, -0.72, 0.11], [-0.53, -0.87, -1.14], [0.40, 0.12, -1.53], [0.63, 0.81, -0.37], [1.65, 1.80, -0.26], [0.04, 0.18, 0.73], [-2.10, -2.17, 0.13], [-0.83, -2.53, 1.26], [1.26, 2.73, -0.01], [1.97, 1.74, -1.27], [-0.27, 0.68, 1.62]]
}


2.
{
  "formula": "C30H60FN4O16PS4",
  "method": "the ωB97M-V functional and the def2-TZVPD basis",
  "orbital_gap_ev": 8.136,
  "energy_ha": -4635.356512,
  "smiles": "[H]/N=C(/N)NCCCC[C@@H]1OC(=O)[C@@](CCF)(P(O)(O)=S)[C@]1(N)CCCCCCCCCCCCC.O=S1(=O)OCCO1.O=S1(=O)OCCO1.O=S1(=O)OCCO1",
  "elements": ["H", "N", "C", "N", "N", "C", "C", "C", "C", "C", "O", "C", "O", "C", "C", "C", "F", "P", "O", "O", "S", "C", "N", "C", "C", "C", "C", "C", "C", "C", "C", "C", "C", "C", "C", "C", "H", "H", "H", "H", "H", "H", "H", "H", "H", "H", "H", "H", "H", "H", "H", "H", "H", "H", "H", "H", "H", "H", "H", "H", "H", "H", "H", "H", "H", "H", "H", "H", "H", "H", "H", "H", "H", "H", "H", "H", "H", "H", "H", "H", "H", "H", "H", "O", "S", "O", "O", "C", "C", "O", "H", "H", "H", "H", "O", "S", "O", "O", "C", "C", "O", "H", "H", "H", "H", "O", "S", "O", "O", "C", "C", "O", "H", "H", "H", "H"],
  "positions_angstrom": [[2.93, -4.38, 0.71], [3.26, -3.55, 0.17], [2.39, -3.35, -0.91], [2.75, -2.18, -1.83], [1.19, -4.23, -1.21], [0.18, -4.24, -0.06], [-1.35, -4.16, -0.72], [-1.64, -2.56, -0.99], [-3.03, -2.00, -0.27], [-2.85, -1.77, 1.34], [-2.77, -3.12, 1.98], [-4.02, -3.16, 2.81], [-4.97, -4.10, 2.85], [-3.89, -1.69, 3.57], [-5.28, -1.65, 4.44], [-5.24, -2.41, 5.89], [-5.17, -3.90, 5.82], [-2.30, -1.71, 4.69], [-2.40, -0.50, 5.99], [-0.84, -1.29, 3.80], [-1.95, -3.51, 5.44], [-3.82, -0.76, 2.18], [-3.22, 0.51, 2.72], [-5.36, -0.48, 1.74], [-5.59, 0.20, 0.27], [-4.92, 1.71, 0.11], [-3.81, 1.77, -1.14], [-2.28, 2.06, -0.63], [-1.19, 1.28, -1.57], [0.33, 1.24, -0.94], [0.44, 0.60, 0.57], [1.85, 1.17, 1.26], [1.48, 1.97, 2.66], [0.54, 3.29, 2.46], [1.35, 4.56, 1.73], [0.54, 5.96, 2.09], [2.02, -1.44, -1.82], [3.71, -1.79, -1.56], [0.75, -3.81, -2.08], [0.44, -3.32, 0.61], [0.35, -5.21, 0.56], [-2.15, -4.68, -0.04], [-1.29, -4.77, -1.72], [-0.69, -1.94, -0.70], [-1.78, -2.44, -2.17], [-3.20, -0.92, -0.75], [-3.97, -2.64, -0.58], [-1.80, -1.20, 1.38], [-5.51, -0.50, 4.65], [-6.24, -2.05, 3.87], [-6.27, -2.17, 6.43], [-4.41, -2.05, 6.63], [-2.48, 0.42, 5.61], [-0.46, -2.19, 3.49], [-3.51, 0.72, 3.70], [-2.19, 0.58, 2.58], [-5.81, 0.30, 2.53], [-6.01, -1.48, 1.76], [-5.33, -0.49, -0.65], [-6.77, 0.39, 0.19], [-5.78, 2.46, -0.24], [-4.51, 2.15, 1.11], [-3.90, 0.82, -1.85], [-4.10, 2.69, -1.84], [-2.07, 3.22, -0.74], [-2.24, 1.79, 0.51], [-1.51, 0.18, -1.87], [-1.15, 1.88, -2.60], [0.97, 0.55, -1.67], [0.72, 2.36, -0.92], [-0.42, 0.90, 1.31], [0.46, -0.59, 0.57], [2.38, 1.85, 0.47], [2.47, 0.20, 1.53], [0.96, 1.28, 3.45], [2.51, 2.35, 3.11], [-0.48, 3.07, 1.90], [0.24, 3.67, 3.56], [1.29, 4.39, 0.56], [2.46, 4.65, 2.13], [-0.56, 5.97, 1.64], [1.14, 6.83, 1.54], [0.56, 6.20, 3.24], [3.36, -0.14, -4.59], [2.18, -0.98, -4.56], [1.90, -1.89, -3.47], [2.11, -1.81, -5.96], [0.88, -1.51, -6.62], [0.50, -0.10, -6.17], [0.88, -0.04, -4.79], [0.13, -2.24, -6.29], [1.00, -1.57, -7.71], [-0.56, 0.11, -6.29], [1.08, 0.66, -6.71], [2.30, 3.79, -7.29], [2.84, 4.81, -6.42], [2.80, 6.22, -6.74], [4.38, 4.40, -6.06], [4.51, 4.27, -4.65], [3.13, 3.86, -4.14], [2.21, 4.60, -4.94], [4.81, 5.24, -4.24], [5.28, 3.53, -4.41], [3.00, 4.08, -3.08], [2.95, 2.79, -4.31], [9.55, -0.94, 0.67], [8.55, -0.98, 1.71], [8.69, -0.29, 2.97], [8.19, -2.55, 2.01], [6.80, -2.77, 1.79], [6.39, -1.75, 0.73], [7.11, -0.57, 1.05], [6.27, -2.59, 2.73], [6.63, -3.80, 1.46], [5.31, -1.56, 0.73], [6.69, -2.07, -0.27]]
}


3.
{
  "formula": "C10H13LaN2O5S",
  "method": "the ωB97M-V functional and the def2-TZVPD basis",
  "orbital_gap_ev": [5.998, 5.995],
  "energy_ha": -1303.668712,
  "total_charge": 2,
  "elements": ["O", "C", "La", "O", "C", "C", "O", "C", "O", "C", "O", "H", "C", "C", "N", "C", "S", "N", "C", "C", "H", "H", "H", "H", "H", "H", "H", "H", "H", "H", "H", "H"],
  "positions_angstrom": [[2.60, 4.35, 0.18], [1.97, 3.61, -0.44], [0.65, 1.67, -1.73], [-1.89, 2.09, 0.88], [-1.09, 1.99, 0.06], [-1.41, 1.69, -3.14], [-2.42, 1.72, -3.71], [0.66, 2.94, -4.10], [0.48, 3.28, -5.22], [-0.45, 3.96, -2.41], [-0.87, 4.94, -2.89], [1.68, 2.80, -3.48], [1.17, -1.07, 3.38], [0.39, -0.46, 2.24], [1.18, -0.53, 0.97], [0.78, -1.09, -0.19], [1.71, -0.90, -1.64], [-0.40, -1.80, -0.21], [-0.55, -3.02, 0.64], [-2.01, -3.27, 0.91], [1.52, -2.07, 3.11], [0.54, -1.14, 4.27], [2.04, -0.45, 3.60], [-0.57, -0.95, 2.06], [0.14, 0.59, 2.43], [2.12, -0.12, 0.98], [-0.71, -2.01, -1.16], [-0.11, -3.87, 0.10], [0.02, -2.87, 1.57], [-2.55, -3.50, -0.02], [-2.11, -4.12, 1.60], [-2.48, -2.39, 1.36]]
}


4.
{
  "formula": "C53H74BrCrN7SSbSeTe",
  "method": "the ωB97M-V functional and the def2-TZVPD basis",
  "orbital_gap_ev": [6.658, 6.511],
  "energy_ha": -9373.456016,
  "s_squared": 6.035,
  "multiplicity": 5,
  "total_charge": 1,
  "elements": ["Cr", "N", "C", "N", "C", "N", "C", "C", "N", "C", "C", "N", "H", "H", "H", "H", "H", "C", "C", "C", "C", "N", "C", "Se", "N", "C", "C", "C", "C", "C", "C", "C", "C", "C", "C", "H", "H", "H", "H", "H", "H", "H", "H", "H", "H", "H", "H", "H", "H", "H", "H", "H", "H", "H", "H", "H", "H", "Br", "C", "C", "C", "C", "C", "C", "H", "H", "H", "H", "C", "S", "C", "H", "H", "H", "H", "H", "H", "Te", "C", "C", "C", "C", "C", "C", "C", "C", "C", "C", "C", "C", "H", "H", "H", "H", "H", "H", "H", "H", "H", "H", "C", "C", "C", "C", "Sb", "C", "C", "C", "C", "C", "C", "C", "C", "H", "H", "H", "H", "H", "H", "H", "H", "H", "H", "H", "H", "H", "H", "H", "H", "H", "H", "H", "H", "H", "H", "H", "H", "H", "H", "H"],
  "positions_angstrom": [[-0.44, 0.77, 1.12], [-1.03, -0.89, 5.01], [-1.27, -1.13, 3.72], [-0.51, -0.34, 2.99], [0.17, 0.39, 3.93], [-0.11, 0.09, 5.17], [1.13, 1.41, 3.47], [1.90, 2.18, 4.32], [2.76, 3.08, 3.85], [2.86, 3.18, 2.53], [2.08, 2.42, 1.67], [1.20, 1.55, 2.14], [-1.44, -1.34, 5.82], [-1.94, -1.89, 3.35], [1.81, 2.06, 5.40], [3.57, 3.90, 2.14], [2.13, 2.54, 0.60], [-5.13, -0.99, -2.50], [-5.49, 0.47, -2.78], [-4.36, 1.26, -3.43], [-3.14, 1.47, -2.54], [-3.48, 2.16, -1.29], [-3.45, 1.65, -0.05], [-2.79, -0.04, 0.45], [-3.88, 2.59, 0.80], [-4.02, 2.45, 2.25], [-5.28, 1.72, 2.69], [-6.59, 2.47, 2.46], [-7.17, 2.29, 1.06], [-4.15, 3.77, 0.10], [-4.56, 5.02, 0.52], [-4.67, 6.00, -0.45], [-4.38, 5.73, -1.80], [-3.99, 4.47, -2.21], [-3.89, 3.49, -1.23], [-5.99, -1.55, -2.13], [-4.34, -1.08, -1.75], [-4.78, -1.48, -3.41], [-5.81, 0.96, -1.86], [-6.35, 0.50, -3.45], [-4.74, 2.23, -3.76], [-4.01, 0.74, -4.32], [-2.39, 2.08, -3.04], [-2.67, 0.53, -2.26], [-3.99, 3.46, 2.66], [-3.14, 1.92, 2.61], [-5.15, 1.50, 3.75], [-5.31, 0.76, 2.17], [-6.44, 3.54, 2.67], [-7.32, 2.13, 3.19], [-6.50, 2.65, 0.27], [-8.12, 2.83, 0.95], [-7.37, 1.23, 0.86], [-4.78, 5.24, 1.56], [-4.97, 7.00, -0.16], [-4.46, 6.53, -2.52], [-3.75, 4.27, -3.25], [-0.91, 7.07, -1.45], [-0.78, 5.31, -0.79], [-0.42, 4.28, -1.65], [-0.35, 2.98, -1.15], [-0.61, 2.65, 0.19], [-0.95, 3.74, 1.01], [-1.05, 5.05, 0.55], [-0.21, 4.49, -2.69], [-0.08, 2.19, -1.85], [-1.17, 3.58, 2.06], [-1.32, 5.86, 1.21], [0.42, 0.25, -3.95], [-0.02, -0.45, -2.35], [-1.30, -1.59, -2.92], [-0.43, 0.79, -4.39], [0.74, -0.54, -4.63], [1.25, 0.94, -3.80], [-0.85, -2.43, -3.46], [-2.01, -1.08, -3.57], [-1.84, -1.98, -2.05], [0.12, -2.80, 0.46], [-1.06, -4.31, -0.41], [-0.71, -4.82, -1.66], [-1.43, -5.88, -2.20], [-2.49, -6.43, -1.49], [-2.84, -5.92, -0.25], [-2.13, -4.86, 0.30], [1.03, -4.17, 1.79], [1.10, -3.90, 3.15], [1.72, -4.80, 4.01], [2.26, -5.97, 3.51], [2.19, -6.24, 2.15], [1.58, -5.34, 1.28], [0.13, -4.40, -2.20], [-1.15, -6.28, -3.16], [-3.04, -7.27, -1.91], [-3.67, -6.35, 0.30], [-2.41, -4.46, 1.27], [0.69, -2.98, 3.55], [1.77, -4.58, 5.07], [2.74, -6.67, 4.18], [2.62, -7.15, 1.75], [1.54, -5.56, 0.22], [3.72, -1.96, -3.03], [4.39, -2.24, -1.68], [3.72, -3.48, -1.08], [5.90, -2.51, -1.88], [3.84, -0.53, -0.42], [4.90, 1.13, -1.40], [6.20, 0.76, -2.12], [3.88, 1.66, -2.42], [5.20, 2.25, -0.41], [4.81, -1.02, 1.51], [5.09, 0.23, 2.34], [6.10, -1.84, 1.40], [3.75, -1.85, 2.23], [3.85, -2.83, -3.69], [4.16, -1.10, -3.55], [2.65, -1.78, -2.92], [3.92, -4.34, -1.73], [2.64, -3.36, -1.01], [4.10, -3.73, -0.09], [6.17, -2.44, -2.94], [6.15, -3.53, -1.56], [6.56, -1.85, -1.34], [6.05, 0.00, -2.88], [6.97, 0.41, -1.43], [6.60, 1.65, -2.62], [3.72, 0.96, -3.24], [4.24, 2.60, -2.85], [2.91, 1.86, -1.95], [5.59, 3.12, -0.96], [5.95, 1.97, 0.33], [4.30, 2.58, 0.12], [5.93, 0.80, 1.96], [5.33, -0.07, 3.37], [4.22, 0.90, 2.39], [6.89, -1.29, 0.89], [5.96, -2.79, 0.88], [6.47, -2.07, 2.41], [2.79, -1.31, 2.29], [4.07, -2.06, 3.26], [3.56, -2.81, 1.75]]
}


5.
{
  "formula": "C30H26N4S8Sn",
  "method": "the ωB97M-V functional and the def2-TZVPD basis",
  "orbital_gap_ev": 5.560,
  "energy_ha": -4777.775969,
  "total_charge": -2,
  "elements": ["Sn", "C", "C", "C", "C", "C", "C", "C", "C", "C", "S", "C", "N", "H", "H", "H", "H", "H", "H", "H", "H", "S", "C", "C", "C", "C", "C", "N", "H", "H", "H", "H", "S", "C", "C", "C", "C", "C", "N", "H", "H", "H", "H", "C", "C", "C", "C", "N", "C", "C", "H", "H", "H", "H", "H", "H", "H", "C", "S", "C", "C", "S", "S", "C", "S", "S", "H", "H", "H"],
  "positions_angstrom": [[0.23, -0.11, -0.35], [-2.00, 1.89, 2.50], [-2.21, 2.67, 1.24], [-3.05, 3.82, 1.33], [-3.26, 4.57, 0.22], [-2.62, 4.23, -0.99], [-2.81, 5.01, -2.15], [-2.13, 4.69, -3.29], [-1.25, 3.61, -3.30], [-1.02, 2.80, -2.19], [0.15, 1.54, -2.41], [-1.75, 3.10, -0.98], [-1.61, 2.33, 0.13], [-1.30, 2.42, 3.14], [-1.56, 0.92, 2.29], [-2.94, 1.76, 3.04], [-3.50, 4.07, 2.27], [-3.91, 5.44, 0.24], [-3.49, 5.85, -2.11], [-2.26, 5.28, -4.19], [-0.70, 3.36, -4.20], [2.22, 0.01, 2.50], [2.32, 1.59, 1.87], [2.78, 2.66, 2.69], [2.88, 3.93, 2.18], [2.56, 4.16, 0.84], [2.13, 3.09, 0.10], [1.99, 1.85, 0.57], [3.03, 2.43, 3.71], [3.22, 4.75, 2.81], [2.63, 5.15, 0.40], [1.86, 3.22, -0.95], [-1.88, -1.49, -1.69], [-0.57, -2.06, -2.64], [-0.77, -2.94, -3.73], [0.31, -3.36, -4.46], [1.59, -2.90, -4.13], [1.70, -2.04, -3.07], [0.67, -1.63, -2.33], [-1.78, -3.26, -3.95], [0.18, -4.05, -5.29], [2.46, -3.21, -4.69], [2.67, -1.64, -2.77], [-4.37, -3.13, 4.28], [-3.41, -2.49, 3.31], [-3.87, -1.55, 2.39], [-2.96, -0.95, 1.54], [-1.66, -1.24, 1.55], [-1.23, -2.16, 2.39], [-2.06, -2.81, 3.29], [-5.09, -2.40, 4.64], [-3.84, -3.56, 5.14], [-4.93, -3.94, 3.80], [-4.92, -1.29, 2.35], [-3.28, -0.22, 0.80], [-0.16, -2.38, 2.35], [-1.66, -3.55, 3.98], [4.50, -1.11, -0.24], [5.43, -2.52, 0.43], [4.88, -3.84, -0.58], [3.61, -4.35, -0.60], [2.23, -3.79, 0.16], [3.51, -5.83, -1.62], [5.17, -5.99, -2.06], [5.79, -7.25, -2.95], [6.13, -4.68, -1.49], [4.83, -0.22, 0.30], [3.44, -1.27, -0.07], [4.73, -1.00, -1.30]]
}


6.
{
  "formula": "C30H37Cl3N3P2SiW",
  "method": "the ωB97M-V functional and the def2-TZVPD basis",
  "orbital_gap_ev": [5.283, 5.336],
  "energy_ha": -3748.584648,
  "s_squared": 2.021,
  "multiplicity": 3,
  "total_charge": 3,
  "elements": ["W", "N", "P", "C", "C", "C", "C", "C", "C", "C", "C", "C", "C", "C", "C", "P", "C", "C", "C", "C", "C", "C", "C", "C", "C", "C", "C", "C", "H", "H", "H", "H", "H", "H", "H", "H", "H", "H", "H", "H", "H", "H", "H", "H", "H", "H", "H", "H", "H", "C", "N", "C", "C", "C", "N", "C", "C", "H", "H", "H", "H", "H", "H", "H", "H", "H", "H", "H", "H", "H", "H", "H", "H", "Cl", "Si", "Cl", "Cl"],
  "positions_angstrom": [[0.59, -1.26, -0.89], [-0.87, 1.41, 0.07], [-1.60, 0.16, -0.82], [-3.23, -0.25, -0.06], [-3.44, -1.50, 0.53], [-4.44, -1.74, 1.46], [-5.26, -0.67, 1.81], [-5.10, 0.57, 1.18], [-4.11, 0.78, 0.22], [-2.15, 0.99, -2.39], [-3.05, 0.26, -3.16], [-3.71, 0.85, -4.23], [-3.48, 2.14, -4.63], [-2.55, 2.88, -3.88], [-1.88, 2.32, -2.79], [0.65, 0.88, 0.62], [1.76, 2.33, 0.46], [3.17, 2.10, 0.41], [4.08, 3.19, 0.30], [3.60, 4.50, 0.31], [2.27, 4.75, 0.40], [1.33, 3.69, 0.51], [0.33, 0.88, 2.43], [1.34, 0.98, 3.42], [0.98, 1.11, 4.76], [-0.35, 1.21, 5.16], [-1.32, 1.17, 4.15], [-1.02, 0.86, 2.83], [-1.03, 2.34, -0.31], [-2.77, -2.28, 0.34], [-4.53, -2.64, 1.98], [-6.09, -0.78, 2.59], [-5.79, 1.38, 1.40], [-3.96, 1.77, -0.27], [-3.20, -0.78, -2.92], [-4.40, 0.22, -4.70], [-4.02, 2.53, -5.51], [-2.45, 3.90, -4.06], [-1.04, 2.82, -2.37], [3.60, 1.09, 0.43], [5.15, 2.96, 0.31], [4.31, 5.32, 0.31], [1.86, 5.71, 0.27], [0.26, 3.89, 0.69], [2.43, 0.81, 3.14], [1.78, 1.04, 5.52], [-0.55, 1.26, 6.22], [-2.36, 1.35, 4.36], [-1.87, 0.80, 2.19], [2.73, -2.72, -2.80], [2.78, -2.14, -1.40], [3.81, -1.07, -1.33], [3.08, -3.21, -0.45], [2.36, -2.98, 0.92], [0.85, -2.84, 0.75], [0.32, -4.21, 0.44], [0.23, -2.44, 2.06], [3.71, -3.15, -3.18], [2.47, -1.91, -3.52], [1.94, -3.45, -2.79], [4.82, -1.45, -1.33], [3.65, -0.47, -0.43], [3.79, -0.36, -2.19], [4.17, -3.24, -0.27], [2.78, -4.25, -0.77], [2.76, -2.11, 1.42], [2.64, -3.82, 1.63], [0.63, -4.93, 1.21], [0.60, -4.51, -0.60], [-0.78, -4.14, 0.40], [0.18, -3.31, 2.70], [-0.78, -2.00, 1.89], [0.87, -1.61, 2.48], [-0.65, -2.69, -2.13], [0.64, 0.19, -2.78], [0.84, -0.55, -4.85], [1.71, 2.09, -2.83]]
}


7.
{
  "formula": "C17H17ClF3O3S2",
  "method": "the ωB97M-V functional and the def2-TZVPD basis",
  "orbital_gap_ev": 5.331,
  "energy_ha": -2439.838857,
  "total_charge": -1,
  "elements": ["C", "C", "C", "C", "C", "C", "C", "C", "C", "O", "S", "C", "F", "F", "F", "H", "H", "H", "H", "H", "H", "H", "H", "H", "H", "H", "Cl", "C", "S", "C", "C", "C", "C", "C", "C", "O", "O", "H", "H", "H", "H", "H", "H"],
  "positions_angstrom": [[3.35, -1.24, 0.26], [3.32, -1.42, 1.77], [4.52, -2.24, 2.21], [3.31, -0.08, 2.54], [2.42, 0.18, 3.57], [2.49, 1.39, 4.27], [3.51, 2.32, 3.97], [4.42, 2.04, 2.95], [4.32, 0.84, 2.24], [2.18, -2.17, 2.21], [0.67, -1.83, 1.45], [-0.06, -2.97, 2.66], [-1.36, -3.24, 2.35], [0.63, -4.14, 2.70], [-0.02, -2.40, 3.91], [4.36, -0.94, -0.05], [3.10, -2.18, -0.24], [2.65, -0.46, -0.08], [5.45, -1.74, 1.88], [4.54, -2.34, 3.30], [4.47, -3.24, 1.77], [1.66, -0.55, 3.86], [1.77, 1.60, 5.06], [3.58, 3.25, 4.53], [5.21, 2.74, 2.70], [5.04, 0.58, 1.46], [-0.03, 0.61, -0.55], [-0.92, -0.66, -1.13], [-1.25, -0.65, -2.84], [-2.88, -1.41, -3.18], [-2.93, -2.80, -3.22], [-4.15, -3.45, -3.44], [-5.31, -2.70, -3.62], [-5.25, -1.30, -3.58], [-4.03, -0.65, -3.36], [-1.45, 0.72, -3.31], [-0.30, -1.50, -3.52], [-1.45, -1.34, -0.47], [-2.02, -3.38, -3.08], [-4.18, -4.54, -3.46], [-6.27, -3.20, -3.79], [-6.16, -0.72, -3.72], [-3.98, 0.43, -3.32]]
}